a | Molecular formula: C6H8ClP
Method: DFT, wB97M-V/def2-TZVPD

SMILES: ClP1CC=CC=CC1
Kohn-Sham gap in eV: 9.23
E_HOMO in eV: -8.5
Spin multiplicity: 1

Last columns: bonded neighbours and bond lengths (Å).
Positions of all 16 atoms, in Å:
1 C -0.61446 -1.75246 -0.17332  C2 1.343, C5 1.418, H9 1.085
2 C -1.54761 -0.83077 -0.46268  C1 1.343, C6 1.481, H10 1.122
3 C 0.92173 1.47227 0.04222  C4 1.441, P7 1.829, H11 1.209, H12 1.107
4 C -0.51746 1.54453 0.02900  C3 1.441, C6 1.361, H13 1.048
5 C 0.63581 -1.38665 0.38732  C1 1.418, P7 1.947, H14 1.120, H15 1.167
6 C -1.49578 0.61515 -0.14806  C2 1.481, C4 1.361, H16 1.034
7 P 1.62659 -0.06751 -0.64751  C3 1.829, C5 1.947, Cl8 1.950
8 Cl 3.29663 -0.03114 0.35896  P7 1.950
9 H -0.82066 -2.69648 -0.66599  C1 1.085
10 H -2.52788 -1.25129 -0.81006  C2 1.122
11 H 1.18779 2.41805 -0.66204  C3 1.209
12 H 1.26201 1.66470 1.07776  C3 1.107
13 H -0.83650 2.54191 0.05568  C4 1.048
14 H 0.45562 -1.05603 1.44225  C5 1.120
15 H 1.38778 -2.27583 0.31813  C5 1.167
16 H -2.41362 1.09155 -0.14166  C6 1.034

b | Molecular formula: C6H8ClP
Method: DFT, wB97M-V/def2-TZVPD

Kohn-Sham gap (spin up / spin down) in eV: 7.26 / 7.26
E_HOMO (spin up / spin down) in eV: -9.4 / -9.4
Spin multiplicity: 1

Last columns: bonded neighbours and bond lengths (Å).
Positions of all 16 atoms, in Å:
1 C -0.59193 1.80124 0.29171  C2 1.429, C3 1.385, H9 1.114
2 C -2.00962 1.77257 0.11502  C1 1.429, C4 1.342, H10 1.187
3 C 0.00911 0.61018 0.66320  C1 1.385, C5 1.501, P7 1.799
4 C -2.39460 0.49054 0.20437  C2 1.342, P7 1.750
5 C 1.46078 0.23341 0.72902  C3 1.501, H11 1.119, H12 1.213, H13 1.122
6 C -0.77248 -1.67425 -0.71556  P7 1.946, H14 1.120, H15 1.031, H16 1.160
7 P -1.25271 -0.65522 0.87130  C3 1.799, C4 1.750, C6 1.946
8 Cl -5.01921 -0.29453 0.04932  no bonds
9 H 0.10088 2.61239 -0.02855  C1 1.114
10 H -2.71579 2.70386 -0.09413  C2 1.187
11 H 1.50501 -0.87487 0.58263  C5 1.119
12 H 1.91218 0.21294 1.85514  C5 1.213
13 H 2.13537 0.80746 0.03989  C5 1.122
14 H -0.42081 -0.80144 -1.32238  C6 1.120
15 H -1.68604 -2.04751 -1.01408  C6 1.031
16 H 0.09599 -2.38718 -0.42685  C6 1.160

Which one is most stable, and which one is least stable? a is the most stable of them, while b is the least stable.